<i>
Entry from the Open Molecules 2025 dataset: a single C5H5NO molecule (the ωB97M-V functional and the def2-TZVPD basis).

Summary:
Net charge   0
Lowest unoccupied orbital energy   0.26 eV
Highest occupied orbital energy   -8.28 eV

Geometry as XYZ:
```
12
C5H5NO (the ωB97M-V functional and the def2-TZVPD basis)
O -1.968 0.040 -0.335
C -1.071 -0.832 0.308
C 0.385 -0.453 0.067
C 0.714 0.895 -0.103
C 0.938 2.019 -0.586
C 1.411 -1.375 0.396
N 2.218 -2.152 0.705
H -1.902 0.904 0.092
H -1.248 -0.862 1.395
H -1.266 -1.834 -0.084
H 0.641 0.579 -1.262
H 1.148 3.070 -0.595
```

natural (NBO) analysis output, partial charges in e: atom 1 (O): -0.70, atom 2 (C): -0.05, atom 3 (C): -0.38, atom 4 (C): -0.18, atom 5 (C): -0.25, atom 6 (C): 0.26, atom 7 (N): -0.33, atom 8 (H): 0.47, atom 9 (H): 0.17, atom 10 (H): 0.20, atom 11 (H): 0.52, atom 12 (H): 0.26

<ii>
Entry from the Open Molecules 2025 dataset: a molecular structure, C5H5NO (the ωB97M-V functional and the def2-TZVPD basis).

Summary:
Net charge   0
Lowest unoccupied orbital energy   0.04 eV
Highest occupied orbital energy   -8.12 eV

Geometry as XYZ:
```
12
C5H5NO (the ωB97M-V functional and the def2-TZVPD basis)
O -1.796 -0.544 1.904
C -1.141 -0.722 0.908
C -0.341 0.381 0.240
C 1.247 0.041 0.220
C -0.620 0.481 -1.259
C 0.648 0.185 -1.516
N 1.822 -0.096 -1.247
H -1.093 -1.706 0.384
H -0.498 1.306 0.801
H 1.452 -0.913 0.699
H 1.810 0.841 0.696
H -1.490 0.748 -1.831
```

natural (NBO) analysis output, partial charges in e: atom 1 (O): -0.50, atom 2 (C): 0.44, atom 3 (C): -0.29, atom 4 (C): -0.19, atom 5 (C): -0.56, atom 6 (C): 0.55, atom 7 (N): -0.50, atom 8 (H): 0.11, atom 9 (H): 0.23, atom 10 (H): 0.22, atom 11 (H): 0.23, atom 12 (H): 0.27

<iii>
Entry from the Open Molecules 2025 dataset: a single C5H5NO molecule (the ωB97M-V functional and the def2-TZVPD basis).

Summary:
Net charge   0
SMILES   C#C[C@@](C)(O)C#N
Lowest unoccupied orbital energy   0.63 eV
Highest occupied orbital energy   -10.80 eV

Geometry as XYZ:
```
12
C5H5NO (the ωB97M-V functional and the def2-TZVPD basis)
C -1.097 -2.201 0.319
C -0.521 -1.157 0.126
C 0.236 0.106 -0.089
C -0.382 1.241 0.776
O 1.789 0.101 0.006
C 0.385 0.444 -1.484
N 0.560 0.687 -2.595
H -1.570 -3.153 0.482
H -1.371 1.572 0.408
H -0.523 0.917 1.815
H 0.298 2.090 0.730
H 2.196 -0.647 -0.496
```

natural (NBO) analysis output, partial charges in e: atom 1 (C): -0.15, atom 2 (C): -0.06, atom 3 (C): 0.10, atom 4 (C): -0.60, atom 5 (O): -0.69, atom 6 (C): 0.27, atom 7 (N): -0.31, atom 8 (H): 0.25, atom 9 (H): 0.24, atom 10 (H): 0.23, atom 11 (H): 0.24, atom 12 (H): 0.49

Relative to the most stable one, in kJ/mol, the structures come out at <i> 249.4; <ii> 125.5; <iii> 0.0.

<i>
Entry from the Open Molecules 2025 dataset: a single C5H5NO molecule (the ωB97M-V functional and the def2-TZVPD basis).

Summary:
Net charge   0
SMILES   N#CO[C@@H]1C=CC1
Lowest unoccupied orbital energy   0.84 eV
Highest occupied orbital energy   -10.49 eV

Geometry as XYZ:
```
12
C5H5NO (the ωB97M-V functional and the def2-TZVPD basis)
N -0.293 -1.742 -2.206
C -0.404 -1.693 -1.051
O -0.517 -1.658 0.236
C -0.263 -0.350 0.847
C -0.984 0.789 0.178
C 0.140 1.285 -0.348
C 1.057 0.310 0.366
H -0.398 -0.552 1.910
H -2.031 1.067 0.146
H 0.347 2.107 -1.026
H 1.713 -0.329 -0.231
H 1.632 0.766 1.179
```

natural (NBO) analysis output, partial charges in e: atom 1 (N): -0.42, atom 2 (C): 0.54, atom 3 (O): -0.48, atom 4 (C): 0.08, atom 5 (C): -0.24, atom 6 (C): -0.11, atom 7 (C): -0.45, atom 8 (H): 0.21, atom 9 (H): 0.22, atom 10 (H): 0.22, atom 11 (H): 0.22, atom 12 (H): 0.22

<ii>
Entry from the Open Molecules 2025 dataset: a single C5H5NO molecule (the ωB97M-V functional and the def2-TZVPD basis).

Summary:
Net charge   0
SMILES   C#CC(=O)[C@H]1CN1
Lowest unoccupied orbital energy   -0.05 eV
Highest occupied orbital energy   -9.99 eV

Geometry as XYZ:
```
12
C5H5NO (the ωB97M-V functional and the def2-TZVPD basis)
C 3.041 -0.079 -0.312
C 1.957 -0.061 0.216
C 0.587 0.026 0.717
O 0.315 0.043 1.901
C -0.443 0.230 -0.354
C -1.801 -0.402 -0.350
N -1.631 0.972 0.066
H 3.996 -0.107 -0.793
H -0.018 0.512 -1.314
H -2.087 -1.142 0.393
H -2.282 -0.523 -1.320
H -1.595 0.979 1.087
```

natural (NBO) analysis output, partial charges in e: atom 1 (C): -0.13, atom 2 (C): -0.13, atom 3 (C): 0.50, atom 4 (O): -0.51, atom 5 (C): -0.20, atom 6 (C): -0.22, atom 7 (N): -0.55, atom 8 (H): 0.24, atom 9 (H): 0.22, atom 10 (H): 0.21, atom 11 (H): 0.20, atom 12 (H): 0.37

Relative to the most stable one, in kJ/mol, the structures come out at <i> 0.0; <ii> 54.0.

<i>
Entry from the Open Molecules 2025 dataset: a single C5H5NO molecule (the ωB97M-V functional and the def2-TZVPD basis).

Summary:
Net charge   0
Lowest unoccupied orbital energy   0.64 eV
Highest occupied orbital energy   -10.95 eV

Geometry as XYZ:
```
12
C5H5NO (the ωB97M-V functional and the def2-TZVPD basis)
O -1.904 0.352 0.617
C -0.812 -0.493 0.809
C 0.276 -0.241 -0.270
C 0.706 1.410 0.099
C 0.523 1.322 -1.144
C 1.484 -1.032 -0.035
N 2.421 -1.681 0.161
H -1.596 1.253 0.802
H -0.348 -0.375 1.795
H -1.175 -1.519 0.703
H -0.165 -0.588 -1.216
H 0.402 1.383 -2.210
```

natural (NBO) analysis output, partial charges in e: atom 1 (O): -0.70, atom 2 (C): -0.03, atom 3 (C): -0.35, atom 4 (C): -0.06, atom 5 (C): -0.25, atom 6 (C): 0.26, atom 7 (N): -0.28, atom 8 (H): 0.48, atom 9 (H): 0.19, atom 10 (H): 0.19, atom 11 (H): 0.28, atom 12 (H): 0.27

<ii>
Entry from the Open Molecules 2025 dataset: a single C5H5NO molecule (the ωB97M-V functional and the def2-TZVPD basis).

Summary:
Net charge   0
Lowest unoccupied orbital energy   -0.81 eV
Highest occupied orbital energy   -8.20 eV

Geometry as XYZ:
```
12
C5H5NO (the ωB97M-V functional and the def2-TZVPD basis)
O -2.191 -0.618 1.635
C -1.212 -0.762 0.949
C -0.375 0.383 0.412
C 1.135 0.115 0.261
C -0.524 0.467 -1.085
C 0.715 0.048 -1.448
N 1.831 -0.398 -1.668
H -0.898 -1.762 0.569
H -0.575 1.302 0.975
H 1.559 -0.804 0.657
H 1.762 0.992 0.407
H -1.227 1.036 -1.663
```

Mulliken analysis output, partial charges in e: atom 1 (O): -0.47, atom 2 (C): -0.10, atom 3 (C): 0.23, atom 4 (C): -0.46, atom 5 (C): -0.83, atom 6 (C): 0.47, atom 7 (N): -0.48, atom 8 (H): 0.33, atom 9 (H): 0.37, atom 10 (H): 0.32, atom 11 (H): 0.27, atom 12 (H): 0.35

<iii>
Entry from the Open Molecules 2025 dataset: a molecular structure, C5H5NO (the ωB97M-V functional and the def2-TZVPD basis).

Summary:
Net charge   0
Lowest unoccupied orbital energy   0.87 eV
Highest occupied orbital energy   -10.12 eV

Geometry as XYZ:
```
12
C5H5NO (the ωB97M-V functional and the def2-TZVPD basis)
N -0.088 0.307 2.757
C -0.251 0.824 1.734
C -0.613 0.967 0.323
O 0.404 1.411 -0.574
C 0.440 0.126 -1.207
C 0.781 -0.971 -0.273
C -0.617 -0.436 -0.241
H -1.546 1.524 0.196
H 0.705 0.130 -2.263
H 0.775 -1.925 -0.792
H 1.512 -0.899 0.526
H -1.502 -1.058 -0.186
```

natural (NBO) analysis output, partial charges in e: atom 1 (N): -0.30, atom 2 (C): 0.25, atom 3 (C): -0.01, atom 4 (O): -0.49, atom 5 (C): 0.11, atom 6 (C): -0.45, atom 7 (C): -0.25, atom 8 (H): 0.23, atom 9 (H): 0.21, atom 10 (H): 0.23, atom 11 (H): 0.23, atom 12 (H): 0.24

<iv>
Entry from the Open Molecules 2025 dataset: a single C5H5NO molecule (the ωB97M-V functional and the def2-TZVPD basis).

Summary:
Net charge   0
SMILES   C#C[C@@H](C#N)CO
Lowest unoccupied orbital energy   0.69 eV
Highest occupied orbital energy   -10.78 eV

Geometry as XYZ:
```
12
C5H5NO (the ωB97M-V functional and the def2-TZVPD basis)
C 0.943 2.197 -0.014
C 0.709 1.031 -0.192
C 0.382 -0.393 -0.356
C 1.433 -1.246 0.221
N 2.231 -1.947 0.677
C -1.000 -0.717 0.270
O -2.033 -0.161 -0.496
H 1.176 3.228 0.146
H 0.307 -0.629 -1.425
H -1.012 -0.365 1.310
H -1.147 -1.799 0.269
H -1.989 0.801 -0.412
```

natural (NBO) analysis output, partial charges in e: atom 1 (C): -0.21, atom 2 (C): -0.01, atom 3 (C): -0.43, atom 4 (C): 0.29, atom 5 (N): -0.30, atom 6 (C): -0.03, atom 7 (O): -0.70, atom 8 (H): 0.25, atom 9 (H): 0.28, atom 10 (H): 0.18, atom 11 (H): 0.20, atom 12 (H): 0.48

Relative to the most stable one, in kJ/mol, the structures come out at <i> 244.1; <ii> 256.9; <iii> 54.5; <iv> 0.0.

<i>
Entry from the Open Molecules 2025 dataset: a single C5H5NO molecule (the ωB97M-V functional and the def2-TZVPD basis).

Summary:
Net charge   0
SMILES   C#C/C(C=C)=N/O
Lowest unoccupied orbital energy   -0.08 eV
Highest occupied orbital energy   -8.85 eV

Geometry as XYZ:
```
12
C5H5NO (the ωB97M-V functional and the def2-TZVPD basis)
C 1.967 0.563 2.229
C 1.259 0.304 1.318
C 0.256 -0.163 0.227
C -0.947 -0.923 0.332
C -2.063 -0.799 -0.517
N 0.603 0.487 -0.896
O -0.400 0.523 -1.922
H 2.370 0.791 3.300
H -1.162 -1.711 1.175
H -2.108 -0.641 -1.552
H -2.978 -1.107 -0.163
H 0.031 1.186 -2.649
```

natural (NBO) analysis output, partial charges in e: atom 1 (C): -0.21, atom 2 (C): -0.04, atom 3 (C): 0.09, atom 4 (C): -0.28, atom 5 (C): -0.27, atom 6 (N): -0.08, atom 7 (O): -0.58, atom 8 (H): 0.26, atom 9 (H): 0.24, atom 10 (H): 0.22, atom 11 (H): 0.18, atom 12 (H): 0.49

<ii>
Entry from the Open Molecules 2025 dataset: a molecular structure, C5H5NO (the ωB97M-V functional and the def2-TZVPD basis).

Summary:
Net charge   0
Lowest unoccupied orbital energy   0.88 eV
Highest occupied orbital energy   -10.13 eV

Geometry as XYZ:
```
12
C5H5NO (the ωB97M-V functional and the def2-TZVPD basis)
N 0.451 -0.802 -2.875
C -0.117 -0.774 -1.868
C -0.780 -0.593 -0.562
O -0.195 -1.378 0.492
C 0.054 -0.196 1.254
C 1.014 0.701 0.542
C -0.457 0.711 0.174
H -1.852 -0.817 -0.653
H -0.137 -0.265 2.325
H 1.389 1.577 1.075
H 1.741 0.263 -0.140
H -1.109 1.572 0.236
```

natural (NBO) analysis output, partial charges in e: atom 1 (N): -0.30, atom 2 (C): 0.25, atom 3 (C): 0.00, atom 4 (O): -0.49, atom 5 (C): 0.09, atom 6 (C): -0.44, atom 7 (C): -0.26, atom 8 (H): 0.23, atom 9 (H): 0.21, atom 10 (H): 0.24, atom 11 (H): 0.23, atom 12 (H): 0.24

Relative to the most stable one, in kJ/mol, the structures come out at <i> 361.3; <ii> 0.0.